{"formula": "C28H29AlBrClN5O7", "method": "ωB97M-V with the def2-TZVPD basis set", "homo_ev": -11.1, "gap_ev": 7.37, "energy_ha": -5161.40947, "e_lumo_ev": -3.72, "charge": 1, "e_above_lowest_kcal_mol": 61.7, "elements": ["Al", "O", "C", "O", "C", "C", "N", "N", "C", "C", "O", "O", "H", "H", "H", "C", "C", "C", "C", "C", "O", "C", "C", "C", "C", "C", "C", "Cl", "C", "C", "C", "N", "C", "N", "C", "N", "H", "H", "H", "H", "H", "H", "H", "H", "H", "H", "H", "H", "H", "H", "H", "H", "H", "H", "H", "H", "H", "H", "Br", "C", "C", "C", "C", "C", "C", "C", "O", "O", "H", "H", "H", "H"], "positions_angstrom": [[-1.1871, -3.1246, -0.8064], [3.3168, -3.7467, 2.2450], [3.6175, -3.9011, 0.9763], [4.7368, -3.8949, 0.5458], [2.4777, -4.1021, 0.0118], [2.6684, -4.3820, -1.3327], [1.4751, -4.3516, -1.9314], [0.5005, -4.0727, -1.0603], [1.0984, -3.9219, 0.1349], [0.1981, -3.5981, 1.2953], [0.6009, -3.5964, 2.4300], [-1.0399, -3.3746, 0.9109], [2.3552, -3.7385, 2.4429], [3.5921, -4.6023, -1.8441], [1.2605, -4.5421, -2.8976], [3.4852, 2.9903, -1.7479], [2.7792, 2.3687, -0.5302], [3.3825, 3.0085, 0.7321], [3.1179, 0.8688, -0.5342], [1.2413, 2.6702, -0.5811], [1.0402, 4.0540, -0.8825], [0.4565, 2.3961, 0.7248], [0.5999, 1.0682, 1.4889], [-0.4385, 0.9615, 2.5823], [-1.3590, -0.0789, 2.5880], [-2.3315, -0.1783, 3.5711], [-2.3862, 0.7802, 4.5689], [-3.5994, 0.6742, 5.7954], [-1.4664, 1.8183, 4.5958], [-0.4994, 1.9005, 3.6083], [0.5230, 2.0266, -1.8046], [-0.2118, 0.7961, -1.5696], [0.2648, -0.4291, -1.5066], [-0.5831, -1.3377, -1.0729], [-1.8473, -0.6068, -0.9123], [-1.5537, 0.8378, -1.0918], [4.5643, 2.8838, -1.6286], [3.2565, 4.0481, -1.8515], [3.2127, 2.4915, -2.6805], [4.4605, 2.8475, 0.7359], [2.9844, 2.5768, 1.6496], [3.2270, 4.0894, 0.7591], [4.1511, 0.7367, -0.2109], [3.0571, 0.4596, -1.5467], [2.4939, 0.2812, 0.1377], [1.4857, 4.5924, -0.2198], [-0.5983, 2.5427, 0.4860], [0.7223, 3.2009, 1.4130], [1.5925, 0.9958, 1.9378], [0.4778, 0.2070, 0.8302], [-1.3055, -0.8485, 1.8246], [-3.0384, -0.9971, 3.5691], [-1.5078, 2.5542, 5.3872], [0.2218, 2.7085, 3.6498], [1.2237, 1.8700, -2.6227], [-0.2031, 2.7708, -2.1249], [1.2892, -0.6525, -1.7634], [-2.3585, -0.8353, 0.0284], [-6.7860, -1.3598, -1.3088], [-5.1058, -0.6135, -1.6743], [-5.0046, 0.8446, -1.5122], [-3.8760, 1.5349, -1.6743], [-2.6190, 0.8910, -2.1626], [-2.7230, -0.6497, -2.1671], [-4.0255, -1.3501, -1.9771], [-3.9214, -2.8365, -1.9049], [-4.7782, -3.6276, -2.1349], [-2.6407, -3.2288, -1.6021], [-5.9081, 1.3550, -1.2058], [-3.8551, 2.6028, -1.4935], [-2.2774, 1.3664, -3.0854], [-2.1735, -1.0918, -2.9987]], "atomic_forces_ev_per_a": [[0.8, 0.4, -0.4], [0.2, 0.1, 0.3], [-0.1, -0.3, -0.3], [0.0, 0.0, 0.0], [-0.1, 0.2, 0.0], [0.1, 0.0, 0.2], [0.0, 0.1, -0.2], [-0.2, 0.0, 0.4], [0.3, -0.2, -0.1], [-0.2, -0.2, 0.1], [0.0, 0.1, -0.1], [0.2, -0.1, 0.4], [-0.1, -0.1, -0.1], [-0.1, 0.0, -0.1], [0.0, -0.1, 0.0], [-0.1, 0.0, 0.1], [0.0, 0.2, 0.0], [-0.1, -0.1, -0.1], [-0.1, 0.1, 0.0], [-0.1, -0.2, 0.1], [0.0, 0.0, 0.0], [0.1, 0.0, 0.0], [-0.1, 0.1, 0.1], [0.0, 0.0, 0.0], [0.0, 0.0, 0.0], [-0.1, 0.0, 0.0], [0.1, 0.0, -0.1], [-0.1, 0.0, 0.1], [0.0, 0.0, 0.0], [0.0, 0.0, 0.0], [0.3, 0.4, 0.2], [0.2, -0.3, -0.4], [-0.1, -0.3, 0.0], [-0.4, 0.2, 0.2], [-0.1, 0.0, -0.1], [0.0, 0.2, 0.4], [0.0, 0.0, 0.0], [0.0, 0.0, 0.0], [0.0, 0.0, 0.0], [0.0, 0.0, 0.0], [0.0, 0.0, 0.0], [0.0, 0.0, 0.0], [0.0, 0.0, 0.0], [0.0, 0.0, 0.0], [0.1, 0.0, 0.0], [0.0, 0.0, 0.0], [0.0, 0.0, 0.1], [0.0, 0.0, 0.0], [0.0, -0.1, 0.0], [0.0, 0.0, 0.1], [0.0, 0.0, 0.1], [0.0, 0.0, 0.0], [0.0, 0.0, 0.0], [0.0, 0.0, 0.0], [-0.1, -0.1, 0.0], [0.0, -0.1, -0.1], [0.0, 0.1, 0.0], [0.0, 0.0, 0.0], [0.1, 0.1, 0.0], [0.2, -0.4, -0.1], [0.0, 0.2, 0.0], [0.0, 0.1, 0.0], [-0.2, -0.1, -0.3], [0.0, 0.0, 0.0], [-0.3, 0.2, 0.2], [0.1, 0.0, -0.5], [0.0, 0.0, 0.2], [-0.5, -0.3, -0.2], [0.0, 0.0, 0.0], [0.0, 0.0, 0.0], [0.1, -0.1, 0.0], [0.1, 0.0, 0.0]], "mulliken_charge": [0.100, -0.520, 0.467, -0.564, 0.601, -0.528, -0.101, -0.012, -0.320, 1.107, -0.709, -0.184, 0.423, 0.562, 0.223, -1.802, 1.750, -1.713, -1.642, 2.647, -0.719, -2.061, 1.199, -0.840, 0.715, -1.253, 0.251, -0.208, -0.908, -0.414, -2.535, 0.646, -0.580, 0.382, -1.507, 0.378, 0.460, 0.361, 0.385, 0.525, 0.286, 0.398, 0.611, 0.215, 0.077, 0.576, 0.167, 0.850, 0.677, -0.485, 0.226, 0.494, 0.433, 0.405, 0.288, 0.306, 0.618, 0.776, -0.080, 0.209, -0.600, -1.210, 0.294, 0.183, -0.262, 0.184, -0.511, -0.273, 0.456, 0.473, 0.540, 0.614]}

{"formula": "C28H29BBrF4NP2PdS", "method": "ωB97M-V with the def2-TZVPD basis set", "homo_ev": -1.3, "gap_ev": 5.02, "energy_ha": -5346.62890, "e_lumo_ev": 3.68, "charge": -2, "e_above_lowest_kcal_mol": 0.0, "elements": ["Pd", "C", "S", "C", "C", "C", "N", "P", "C", "C", "C", "C", "C", "C", "C", "C", "C", "C", "C", "C", "P", "C", "C", "C", "C", "C", "C", "C", "C", "C", "C", "C", "C", "H", "H", "H", "H", "H", "H", "H", "H", "H", "H", "H", "H", "H", "H", "H", "H", "H", "H", "H", "H", "H", "H", "H", "H", "H", "H", "H", "H", "H", "Br", "F", "B", "F", "F", "F"], "positions_angstrom": [[0.9749, -2.4807, -1.4849], [-2.6613, 2.6294, 3.4542], [-0.9324, 2.6001, 3.9634], [-0.1483, 2.9469, 2.3632], [-0.2859, 1.8499, 1.3187], [0.4284, 0.5535, 1.7051], [0.6921, -0.2993, 0.5554], [-0.1996, -1.7314, 0.2187], [-1.9202, -1.0568, 0.2098], [-2.6942, -0.7574, 1.3308], [-3.9626, -0.2101, 1.1899], [-4.4719, 0.0542, -0.0761], [-3.7167, -0.2513, -1.2001], [-2.4568, -0.8160, -1.0557], [-0.1719, -2.6033, 1.8345], [0.9786, -2.5501, 2.6202], [1.0841, -3.3043, 3.7794], [0.0445, -4.1365, 4.1698], [-1.0957, -4.2192, 3.3809], [-1.1988, -3.4643, 2.2221], [2.2834, -0.3548, -0.2035], [2.7660, 1.4488, 0.0337], [3.5988, 1.7313, 1.1168], [4.0292, 3.0241, 1.3885], [3.6496, 4.0662, 0.5551], [2.8487, 3.8004, -0.5485], [2.4149, 2.5069, -0.8063], [1.8203, -0.3373, -1.9732], [0.6380, 0.2615, -2.4632], [0.3676, 0.2921, -3.8154], [1.2743, -0.2684, -4.7223], [2.4346, -0.8586, -4.2597], [2.7085, -0.9138, -2.8889], [-3.2643, 2.4444, 4.3424], [-2.8722, 1.8533, 2.7209], [-2.9272, 3.6037, 3.0418], [0.9082, 3.1074, 2.5943], [-0.5462, 3.8945, 1.9922], [0.1472, 2.2194, 0.3884], [-1.3366, 1.6388, 1.1036], [-0.1640, 0.0018, 2.4387], [1.3649, 0.8042, 2.2183], [-2.3074, -0.9584, 2.3241], [-4.5568, 0.0090, 2.0706], [-5.4614, 0.4827, -0.1846], [-4.1084, -0.0704, -2.1932], [-1.8765, -1.0909, -1.9323], [1.8100, -1.9319, 2.3005], [1.9906, -3.2535, 4.3711], [0.1292, -4.7306, 5.0722], [-1.9046, -4.8828, 3.6640], [-2.0853, -3.5506, 1.6042], [3.9143, 0.9138, 1.7579], [4.6674, 3.2151, 2.2437], [3.9856, 5.0770, 0.7555], [2.5603, 4.6053, -1.2148], [1.7987, 2.3154, -1.6763], [-0.0648, 0.6815, -1.7516], [-0.5754, 0.6766, -4.1848], [1.0199, -0.3001, -5.7746], [3.1160, -1.3336, -4.9552], [3.6006, -1.4088, -2.5221], [2.7980, -4.4077, -1.1160], [-0.6949, -1.2273, -7.1797], [-1.7756, -1.3652, -6.2772], [-1.3481, -2.0255, -5.1135], [-2.2485, -0.0699, -5.9363], [-2.8130, -2.0884, -6.9045]], "atomic_forces_ev_per_a": [[0.3, -0.3, 0.5], [0.0, 0.0, 0.0], [0.0, 0.0, 0.0], [0.0, 0.0, 0.0], [0.0, 0.0, 0.0], [0.0, 0.0, 0.0], [0.0, -0.1, 0.1], [0.1, 0.1, -0.2], [0.0, -0.1, 0.0], [0.0, 0.0, 0.0], [0.0, 0.0, 0.0], [0.0, 0.0, 0.0], [0.0, 0.0, 0.0], [0.0, 0.0, 0.0], [0.0, 0.0, 0.0], [0.0, 0.0, 0.0], [0.0, 0.0, 0.0], [0.0, 0.0, 0.0], [0.0, 0.0, 0.0], [0.0, 0.0, 0.0], [-0.1, 0.1, -0.1], [0.0, 0.0, 0.0], [0.0, 0.0, 0.0], [0.0, 0.0, 0.0], [0.0, 0.0, 0.0], [0.0, 0.0, 0.0], [0.0, 0.0, 0.0], [-0.1, 0.1, 0.1], [0.1, 0.1, -0.1], [0.0, 0.0, 0.0], [0.0, 0.0, 0.0], [0.0, 0.0, 0.0], [0.0, -0.1, 0.0], [0.0, 0.0, 0.0], [0.0, 0.0, 0.0], [0.0, 0.0, 0.0], [0.0, 0.0, 0.0], [0.0, 0.0, 0.0], [0.0, 0.0, 0.0], [0.0, 0.0, 0.0], [0.0, 0.0, 0.0], [0.0, 0.0, 0.0], [0.0, 0.0, 0.0], [0.0, 0.0, 0.0], [0.0, 0.0, 0.0], [0.0, 0.0, 0.0], [0.0, 0.0, 0.0], [0.0, 0.0, 0.0], [0.0, 0.0, 0.0], [0.0, 0.0, 0.0], [0.0, 0.0, 0.0], [0.0, 0.0, 0.0], [0.0, 0.0, 0.0], [0.0, 0.0, 0.0], [0.0, 0.0, 0.0], [0.0, 0.0, 0.0], [0.0, 0.0, 0.0], [0.0, 0.0, 0.0], [0.0, 0.0, 0.0], [0.0, 0.0, 0.0], [0.0, 0.0, 0.0], [0.0, 0.0, 0.0], [0.0, 0.1, -0.1], [0.0, 0.0, 0.0], [0.0, 0.0, 0.0], [-0.1, 0.0, -0.2], [0.0, 0.0, 0.0], [0.0, 0.0, 0.1]], "nbo_charge": [0.177, -0.753, 0.165, -0.517, -0.437, -0.232, -1.093, 1.083, -0.369, -0.166, -0.268, -0.213, -0.218, -0.183, -0.375, -0.140, -0.217, -0.240, -0.223, -0.203, 1.055, -0.356, -0.150, -0.254, -0.229, -0.225, -0.206, -0.445, -0.235, -0.218, -0.198, -0.248, -0.182, 0.218, 0.228, 0.203, 0.225, 0.206, 0.228, 0.211, 0.209, 0.189, 0.206, 0.197, 0.197, 0.223, 0.257, 0.216, 0.198, 0.194, 0.197, 0.214, 0.205, 0.199, 0.198, 0.203, 0.235, 0.214, 0.235, 0.240, 0.202, 0.228, -0.868, -0.588, 1.345, -0.573, -0.592, -0.585]}

{"formula": "C28H29BCaN7P", "method": "ωB97M-V with the def2-TZVPD basis set", "homo_ev": -5.6, "gap_ev": 5.40, "energy_ha": -2511.45174, "e_lumo_ev": -0.21, "charge": 0, "e_above_lowest_kcal_mol": 0.0, "elements": ["H", "N", "B", "N", "C", "Ca", "H", "C", "H", "C", "H", "C", "H", "H", "H", "N", "N", "N", "N", "C", "C", "H", "H", "C", "C", "C", "C", "H", "H", "H", "H", "H", "N", "P", "C", "C", "C", "C", "C", "C", "C", "C", "C", "C", "C", "C", "C", "C", "C", "C", "C", "C", "H", "H", "H", "H", "H", "H", "H", "H", "H", "H", "H", "H", "H", "H", "H"], "positions_angstrom": [[-0.0965, 3.2518, -0.7732], [-0.0099, 1.9644, -2.4374], [0.6601, 0.6214, -4.4909], [0.6017, 1.9397, -3.6547], [1.2624, 3.1004, -3.7853], [-0.8944, -1.1205, -1.5987], [1.8013, 3.3186, -4.6937], [1.0827, 3.8507, -2.6211], [1.4537, 4.8393, -2.4368], [0.2682, 3.1023, -1.7803], [1.0949, 0.8411, -5.5911], [-1.0007, -3.4711, -1.1159], [-1.3729, -3.4906, -0.0840], [-0.0153, -3.9405, -1.1810], [-1.7172, -3.9388, -1.8036], [-0.7670, 0.0141, -4.5654], [1.5842, -0.4586, -3.7875], [-1.4129, -0.4291, -3.3853], [1.2580, -1.0128, -2.5635], [-1.5126, -0.3032, -5.6360], [2.7490, -0.9842, -4.2277], [-1.1632, -0.0994, -6.6403], [3.1615, -0.6495, -5.1669], [-2.6940, -0.9060, -5.2036], [3.2010, -1.9147, -3.2903], [-2.6092, -0.9627, -3.8112], [2.2301, -1.9103, -2.2636], [-3.4959, -1.2694, -5.8242], [4.0929, -2.5136, -3.3353], [-3.3121, -1.4051, -3.1142], [2.2018, -2.5081, -1.3539], [-0.7511, 1.3169, -2.2086], [-0.1460, -0.8789, 0.5846], [-0.1200, -0.2961, 2.0401], [1.3448, 0.7503, 2.3061], [1.9174, 1.3436, 1.1719], [2.9856, 2.2377, 1.3083], [3.5325, 2.4912, 2.5722], [3.0170, 1.8288, 3.6909], [1.9336, 0.9503, 3.5616], [-1.6018, 0.7336, 2.3171], [-2.6591, 0.2921, 3.1229], [-3.8953, 0.9465, 3.0788], [-4.1112, 1.9848, 2.1682], [-3.0554, 2.4282, 1.3602], [-1.7956, 1.8312, 1.4602], [-0.0993, -1.4914, 3.3942], [0.1089, -2.8350, 3.0609], [0.1168, -3.8112, 4.0638], [-0.0740, -3.4519, 5.4029], [-0.2795, -2.1099, 5.7357], [-0.3088, -1.1316, 4.7355], [1.5302, 1.0904, 0.1837], [3.3876, 2.7349, 0.4255], [4.3575, 3.1986, 2.6838], [3.4552, 1.9960, 4.6745], [1.5558, 0.4213, 4.4355], [-2.5263, -0.5623, 3.7853], [-4.6949, 0.6232, 3.7446], [-5.0975, 2.4465, 2.0870], [-3.2178, 3.2382, 0.6472], [-0.9711, 2.2035, 0.8465], [0.2473, -3.0990, 2.0107], [0.2733, -4.8564, 3.7976], [-0.0627, -4.2146, 6.1851], [-0.4220, -1.8144, 6.7752], [-0.5041, -0.0903, 5.0069]], "atomic_forces_ev_per_a": [[0.0, 0.2, -0.2], [0.5, 0.7, -0.1], [0.4, -1.6, 0.1], [-0.4, 0.3, 0.7], [-0.5, -0.5, 0.6], [1.8, -2.9, 7.1], [0.1, -0.1, 0.1], [-0.1, 0.2, 0.0], [0.2, 0.1, 0.1], [0.3, -0.4, -0.8], [-0.1, 0.2, 0.2], [-0.5, 0.3, -0.6], [0.0, -0.1, -0.2], [-0.1, -0.2, 0.0], [0.1, -0.6, 0.2], [-1.1, -0.7, 1.1], [-0.2, 0.1, 0.7], [-2.2, 2.4, -7.1], [1.3, -0.3, -0.7], [-0.2, 0.0, 0.7], [-0.1, -0.3, 0.6], [0.0, 0.0, 0.2], [0.1, -0.1, 0.0], [0.2, 0.1, 0.0], [-0.6, 0.5, -0.1], [1.7, 0.6, -0.4], [-0.4, 1.1, -1.0], [0.0, 0.0, 0.0], [0.0, 0.0, -0.1], [0.1, 0.1, 0.0], [-0.2, 0.4, -0.3], [0.2, -0.2, -0.2], [-0.2, 1.1, 1.1], [0.1, -1.1, -3.2], [0.4, 0.2, 0.5], [0.2, 0.4, 0.3], [-0.2, -0.2, 0.3], [-0.3, -0.1, 0.0], [-0.1, -0.1, -0.1], [0.3, 0.5, -0.3], [-0.2, 0.2, 0.3], [-0.1, 0.5, -0.2], [0.1, 0.1, -0.3], [0.2, -0.1, 0.1], [0.2, -0.2, 0.1], [-0.6, 0.0, 0.2], [-0.1, -0.2, 0.7], [0.0, 0.0, 0.3], [0.0, 0.2, 0.1], [0.1, 0.1, -0.3], [0.0, 0.1, -0.2], [0.1, -0.5, 0.1], [-0.1, 0.0, 0.3], [0.0, -0.1, 0.2], [-0.2, -0.3, 0.0], [0.0, 0.0, -0.2], [0.1, 0.2, -0.2], [-0.1, 0.2, -0.2], [0.1, 0.0, -0.2], [0.3, -0.1, 0.1], [0.0, -0.1, 0.2], [-0.2, -0.3, 0.2], [-0.1, 0.1, 0.2], [0.0, 0.2, 0.1], [0.0, 0.2, -0.3], [0.0, -0.1, -0.2], [0.1, -0.3, -0.1]], "nbo_charge": [0.257, -0.290, 0.544, -0.257, 0.058, 1.666, 0.247, -0.326, 0.251, 0.042, -0.024, -1.343, 0.195, 0.184, 0.166, -0.323, -0.344, -0.527, -0.410, 0.038, -0.013, 0.231, 0.215, -0.343, -0.356, -0.016, 0.002, 0.241, 0.232, 0.235, 0.248, 0.436, -1.638, 1.728, -0.308, -0.219, -0.230, -0.219, -0.205, -0.225, -0.397, -0.193, -0.208, -0.222, -0.249, -0.132, -0.435, -0.163, -0.214, -0.206, -0.250, -0.148, 0.234, 0.203, 0.210, 0.209, 0.221, 0.228, 0.213, 0.212, 0.202, 0.180, 0.261, 0.216, 0.212, 0.210, 0.207]}